No. 1
C26H19BrN4O8PtS3 | wB97M-V/def2-TZVPD

XYZ file:
```
62
C26H19BrN4O8PtS3, DFT wB97M-V/def2-TZVPD
Pt 1.32 0.00 -0.19
N 3.79 3.20 1.65
C 2.87 2.32 1.22
S 3.43 1.09 0.15
N 1.66 2.43 1.64
N 0.76 1.59 1.15
C -0.40 1.49 1.72
C -0.76 2.28 2.92
C -1.91 3.05 2.93
C -2.25 3.77 4.07
C -1.45 3.71 5.19
C -0.28 2.95 5.17
C 0.07 2.24 4.04
C -1.33 0.51 1.17
C -2.54 0.19 1.75
C -3.33 -0.78 1.15
C -2.89 -1.40 0.00
C -1.65 -1.04 -0.50
N -0.90 -0.11 0.08
H 4.76 3.06 1.44
H 3.52 3.88 2.35
H -2.53 3.12 2.04
H -3.16 4.36 4.07
H -1.72 4.26 6.08
H 0.34 2.90 6.05
H 0.97 1.64 4.02
H -2.84 0.67 2.67
H -4.28 -1.05 1.59
H -3.48 -2.15 -0.50
H -1.24 -1.49 -1.40
O 2.54 -2.87 2.18
S 1.23 -2.31 2.19
O 0.49 -2.41 3.43
O 1.17 -0.83 1.78
C 0.22 -3.18 0.98
C -0.97 -3.72 1.47
C -1.80 -4.45 0.63
C -1.44 -4.68 -0.69
C -0.26 -4.14 -1.18
C 0.57 -3.40 -0.35
S 1.89 -2.56 -1.22
O 2.57 -3.51 -2.04
O 1.08 -1.55 -1.97
O 2.74 -1.82 -0.27
H -1.21 -3.55 2.51
H -2.72 -4.86 1.03
H -2.07 -5.27 -1.33
H 0.04 -4.28 -2.21
Br 2.00 0.73 -8.44
C 1.39 0.81 -6.64
C 2.20 0.33 -5.63
C 1.76 0.42 -4.32
C 0.52 0.97 -4.04
C -0.30 1.42 -5.07
C 0.14 1.35 -6.38
C 0.03 1.03 -2.62
O -1.16 0.91 -2.39
O 0.99 1.29 -1.74
H 3.16 -0.11 -5.86
H 2.37 0.04 -3.51
H -1.27 1.82 -4.83
H -0.48 1.70 -7.19
```

The calculation puts the relative energy (zero: lowest compared OMol25 entry of this formula, charge and spin) at 272.64 kJ/mol. The value obtained for the HOMO energy is -0.3271 hartree. Its LUMO energy is -0.0924 Ha.

Mulliken population analysis, charges in e, atoms 1 to 4: number 1, Pt, carries 2.943; number 2, N, carries -0.410; number 3, C, carries 0.630; number 4, S, carries -0.421

***

No. 2
CH2NO4P | wB97M-V/def2-TZVPD

XYZ file:
```
9
CH2NO4P, DFT wB97M-V/def2-TZVPD
C 1.55 -0.32 0.02
N 0.44 0.33 -0.06
O -1.91 1.38 0.12
O -1.66 -0.76 -1.27
O 2.72 0.07 -0.07
O -1.53 -0.87 1.29
P -1.41 -0.04 0.03
H 1.34 -1.41 0.20
H 0.45 1.63 -0.26
```

The calculation puts the relative energy (zero: lowest compared OMol25 entry of this formula, charge and spin) at 141.84 kJ/mol. The value obtained for the HOMO energy (alpha / beta) is 0.1542 / -0.0026 hartree. Its LUMO energy (alpha / beta) is 0.2543 / 0.2152 Ha. As for the spin multiplicity: 3. The total charge is -2.

Mulliken population analysis, charges in e, atoms 1 to 4: number 1, C, carries -0.440; number 2, N, carries -0.044; number 3, O, carries -0.822; number 4, O, carries -0.758

***

No. 3
C4H16N6 | wB97M-V/def2-TZVPD

XYZ file:
```
26
C4H16N6, DFT wB97M-V/def2-TZVPD
C -1.69 -1.85 -0.50
C -1.17 -0.43 1.45
N -1.56 -0.48 0.13
N -0.53 -1.45 2.02
N -1.36 0.74 2.12
H -2.20 0.32 -0.13
H 0.23 -2.11 1.50
H 0.02 -1.34 2.87
H -1.85 1.56 1.87
H -1.15 0.62 3.01
H -2.55 -1.72 -1.16
H -1.72 -2.76 0.19
H -0.63 -2.12 -1.12
C 1.85 1.32 0.71
C 1.04 0.52 -1.51
N 1.99 0.46 -0.49
N 0.10 1.58 -1.48
N 1.04 -0.32 -2.56
H 2.87 0.08 -0.70
H 0.32 2.57 -1.09
H -0.67 1.54 -2.18
H 1.60 -1.10 -2.60
H 0.57 -0.26 -3.42
H 1.10 2.06 0.63
H 2.69 1.95 0.94
H 1.66 0.63 1.54
```

The calculation puts the relative energy (zero: lowest compared OMol25 entry of this formula, charge and spin) at 280.58 kJ/mol. The value obtained for the HOMO energy is -0.6500 hartree. Its LUMO energy is -0.2352 Ha. The total charge is +2.

Mulliken population analysis, charges in e, atoms 1 to 4: number 1, C, carries -0.880; number 2, C, carries 0.682; number 3, N, carries -0.144; number 4, N, carries -0.587